The following is a quantum chemistry calculation of 16 unconnected molecules or ions with the total composition C72H189N13O23 at a distorted geometry, from OMol25.

Properties
- <S²> = 0.754

Geometry as ORCA input:
```
! wB97M-V def2-TZVPD RIJCOSX def2/J DEFGRID3
* xyz 1 2
C 2.908 3.938 6.729
C 1.891 2.826 6.574
C 0.419 3.277 6.952
O -0.388 2.151 6.869
C -1.686 2.282 7.329
N 1.794 2.455 5.142
H 3.886 3.469 6.621
H 2.931 4.363 7.732
H 2.682 4.750 6.038
H 2.163 1.938 7.145
H -0.019 4.006 6.269
H 0.295 3.961 7.791
H -2.210 1.377 7.021
H -2.295 3.112 6.972
H -1.651 2.376 8.415
H 0.923 1.949 5.070
H 1.612 3.255 4.554
C -3.316 -1.502 6.525
C -4.387 -2.151 7.444
C -5.822 -1.873 7.047
O -6.088 -0.455 7.006
C -7.496 -0.181 6.975
N -3.984 -3.577 7.455
H -2.275 -1.669 6.800
H -3.505 -0.429 6.506
H -3.312 -1.868 5.498
H -4.261 -1.738 8.445
H -6.570 -2.337 7.690
H -6.066 -2.299 6.073
H -7.844 0.839 6.813
H -7.978 -0.482 7.906
H -7.873 -0.719 6.106
H -3.061 -3.623 7.863
H -4.531 -3.986 8.199
C -0.934 5.843 -4.856
C -0.009 7.009 -4.487
C 1.375 6.513 -4.009
O 1.230 5.795 -2.760
C 2.489 5.420 -2.117
N 0.097 7.848 -5.720
H -1.268 5.183 -4.056
H -0.533 5.161 -5.606
H -1.876 6.241 -5.233
H -0.467 7.667 -3.750
H 1.943 7.444 -3.989
H 1.842 5.844 -4.732
H 2.206 4.968 -1.166
H 3.134 6.260 -1.859
H 2.936 4.644 -2.738
H 0.823 8.466 -5.384
H 0.618 7.331 -6.413
C 1.791 -3.996 2.891
C 0.960 -5.258 2.533
C -0.373 -5.172 3.319
O 0.018 -5.337 4.688
C -1.147 -5.078 5.445
N 0.779 -5.219 1.120
H 2.674 -3.966 2.253
H 2.230 -4.115 3.882
H 1.328 -3.014 2.783
H 1.536 -6.129 2.845
H -0.963 -6.032 3.001
H -0.901 -4.250 3.078
H -0.846 -5.212 6.484
H -1.999 -5.733 5.262
H -1.331 -4.012 5.313
H 0.604 -6.166 0.815
H 1.604 -4.871 0.652
C 2.882 -3.107 -1.835
C 2.829 -4.605 -2.235
C 3.754 -5.358 -1.263
O 3.532 -5.043 0.123
C 4.447 -5.825 0.862
N 1.423 -5.039 -2.083
H 3.883 -2.684 -1.911
H 2.407 -2.930 -0.870
H 2.384 -2.483 -2.578
H 3.269 -4.758 -3.220
H 4.774 -5.038 -1.477
H 3.666 -6.413 -1.524
H 4.267 -6.891 0.725
H 4.374 -5.510 1.903
H 5.495 -5.720 0.580
H 1.435 -5.914 -1.578
H 0.927 -4.462 -1.419
C 2.692 4.127 -7.882
C 3.685 2.978 -7.604
C 3.148 1.654 -7.974
O 2.098 1.327 -7.077
C 1.514 0.063 -7.357
N 4.984 3.230 -8.143
H 2.902 5.110 -7.462
H 1.698 3.778 -7.602
H 2.602 4.192 -8.966
H 3.786 2.961 -6.519
H 3.962 0.931 -8.025
H 2.789 1.719 -9.001
H 0.618 -0.218 -6.802
H 2.154 -0.800 -7.174
H 1.128 0.075 -8.376
H 5.486 3.756 -7.442
H 5.495 2.364 -8.234
C 3.467 -0.306 -4.215
O 3.895 -1.359 -5.142
C 5.300 -1.170 -5.370
C 5.772 -1.942 -6.597
N 5.178 -1.438 -7.839
C 5.536 -2.328 -8.930
C 4.783 -1.910 -10.175
O 3.393 -1.915 -9.889
C 2.634 -1.149 -10.821
H 3.655 0.654 -4.697
H 3.942 -0.292 -3.235
H 2.408 -0.315 -3.960
H 5.866 -1.433 -4.476
H 5.399 -0.116 -5.628
H 5.538 -3.006 -6.568
H 6.841 -1.745 -6.673
H 4.183 -1.460 -7.667
H 5.278 -3.374 -8.765
H 6.611 -2.253 -9.097
H 5.020 -2.489 -11.068
H 5.163 -0.931 -10.464
H 1.576 -1.070 -10.573
H 2.841 -1.688 -11.745
H 3.029 -0.138 -10.926
C -8.610 -0.010 -1.072
O -8.087 -0.085 0.222
C -6.779 -0.723 0.248
C -6.076 -0.757 1.532
N -4.975 0.222 1.664
C -4.171 0.069 2.847
C -3.614 1.453 3.323
O -4.626 2.354 3.774
C -5.361 1.842 4.862
H -9.153 -0.934 -1.273
H -7.831 0.086 -1.828
H -9.294 0.835 -0.983
H -6.110 -0.173 -0.415
H -6.897 -1.769 -0.033
H -5.749 -1.781 1.709
H -6.751 -0.463 2.335
H -5.378 1.127 1.857
H -3.424 -0.696 2.639
H -4.681 -0.365 3.707
H -2.980 1.929 2.576
H -2.829 1.375 4.075
H -4.737 1.466 5.673
H -6.024 1.018 4.599
H -6.027 2.632 5.210
C -0.136 -0.698 4.656
O -0.291 -0.656 3.236
C 0.201 0.451 2.570
C -0.304 0.503 1.101
N 0.583 -0.321 0.260
C 0.195 -0.238 -1.154
C 0.412 1.137 -1.799
O 0.356 1.011 -3.200
C 0.495 2.257 -3.877
H -0.486 0.199 5.167
H 0.888 -0.850 4.999
H -0.800 -1.517 4.933
H 1.283 0.335 2.640
H -0.095 1.342 3.124
H -0.319 1.554 0.812
H -1.336 0.175 0.977
H 0.371 -1.299 0.394
H -0.865 -0.478 -1.243
H 0.725 -1.033 -1.678
H 1.393 1.522 -1.521
H -0.261 1.907 -1.420
H -0.379 2.901 -3.775
H 0.602 2.173 -4.958
H 1.300 2.845 -3.435
C -1.652 1.247 -7.120
O -2.429 2.074 -7.976
C -2.639 3.431 -7.625
C -3.699 3.583 -6.533
N -3.197 3.306 -5.185
C -4.019 3.805 -4.119
C -3.498 3.211 -2.732
O -3.837 1.780 -2.623
C -3.584 1.250 -1.329
H -0.684 1.730 -6.983
H -1.523 0.264 -7.572
H -2.117 0.983 -6.170
H -3.004 3.858 -8.559
H -1.718 3.996 -7.483
H -4.606 3.038 -6.796
H -4.019 4.624 -6.514
H -3.158 2.312 -5.008
H -4.978 3.288 -4.153
H -4.220 4.875 -4.166
H -3.884 3.842 -1.931
H -2.417 3.313 -2.826
H -3.911 0.212 -1.391
H -4.188 1.779 -0.592
H -2.538 1.270 -1.020
C 4.307 -7.018 8.397
O 3.748 -5.851 7.775
C 2.629 -5.287 8.483
C 2.248 -3.993 7.766
N 1.478 -3.099 8.634
C 1.062 -1.838 8.008
C 0.248 -0.922 8.934
O 1.163 -0.343 9.837
C 0.632 0.770 10.474
H 5.323 -7.199 8.047
H 3.655 -7.888 8.310
H 4.421 -6.915 9.476
H 3.037 -5.069 9.470
H 1.751 -5.933 8.451
H 1.601 -4.123 6.898
H 3.145 -3.513 7.374
H 2.110 -2.868 9.387
H 0.398 -2.153 7.204
H 1.985 -1.336 7.718
H -0.505 -1.433 9.535
H -0.254 -0.268 8.221
H 0.546 1.647 9.832
H 1.421 1.117 11.141
H -0.298 0.625 11.023
C -2.064 -1.202 -4.290
O -1.515 -2.335 -4.894
C -0.145 -2.529 -4.453
C 0.433 -3.662 -5.369
N 0.381 -5.045 -4.832
C -0.987 -5.579 -4.876
C -1.320 -6.755 -3.986
O -2.632 -7.192 -4.232
C -3.057 -8.174 -3.302
H -1.499 -0.283 -4.444
H -2.210 -1.373 -3.224
H -3.084 -0.984 -4.606
H -0.067 -2.809 -3.402
H 0.529 -1.685 -4.600
H 1.461 -3.340 -5.538
H -0.145 -3.575 -6.288
H 0.700 -5.146 -3.879
H -1.134 -5.811 -5.931
H -1.727 -4.783 -4.791
H -1.228 -6.320 -2.991
H -0.477 -7.444 -4.013
H -2.412 -9.004 -3.591
H -4.129 -8.357 -3.363
H -2.799 -7.911 -2.276
C -1.317 4.504 -0.090
O -1.492 4.878 1.294
C -2.907 4.987 1.651
C -3.000 5.066 3.176
N -2.275 6.234 3.635
C -2.185 6.307 5.150
C -1.102 7.246 5.579
O 0.186 6.597 5.215
C 1.280 7.456 5.500
H -1.503 5.281 -0.832
H -1.898 3.583 -0.134
H -0.265 4.250 -0.223
H -3.556 4.186 1.296
H -3.400 5.857 1.218
H -2.460 4.231 3.622
H -4.046 4.959 3.463
H -1.321 6.243 3.304
H -1.894 5.334 5.547
H -3.163 6.489 5.596
H -1.069 7.408 6.656
H -1.105 8.168 4.997
H 1.336 7.615 6.577
H 1.300 8.423 4.997
H 2.176 6.934 5.164
C 3.657 -1.252 1.607
C 4.080 -0.140 0.687
O 3.178 0.982 0.726
H 3.418 -0.957 2.628
H 4.438 -2.013 1.623
H 2.811 -1.766 1.150
H 4.103 -0.583 -0.308
H 5.072 0.217 0.965
H 2.267 0.708 0.598
C 5.268 2.173 -2.393
C 5.944 3.487 -2.334
O 7.113 3.392 -3.077
H 4.304 2.144 -1.886
H 5.840 1.395 -1.888
H 5.106 1.819 -3.411
H 6.164 3.682 -1.284
H 5.230 4.197 -2.752
H 7.800 3.015 -2.522
C -2.067 -4.252 -0.828
C -1.724 -3.106 0.091
O -0.343 -2.975 0.165
H -1.441 -5.130 -0.670
H -1.776 -3.826 -1.788
H -3.125 -4.516 -0.819
H -2.166 -3.484 1.012
H -2.281 -2.198 -0.139
H -0.022 -3.810 0.513
*
```

Mulliken population analysis, charges in e, atoms 1 to 2: number 1, C, carries -1.3914; number 2, C, carries 0.5882



The following is a quantum chemistry calculation of a gas-phase ion, C4H8N3S (charge +1) at a distorted geometry, from OMol25.

Properties
- relative energy (zero: lowest compared OMol25 entry of this formula, charge and spin) (kcal/mol) = 147.6

Geometry as ORCA input:
```
! wB97M-V def2-TZVPD RIJCOSX def2/J DEFGRID3
* xyz 1 1
C -0.810 -1.112 0.353
C -0.561 -2.304 0.488
C 0.016 1.606 0.243
C -0.381 -3.678 0.451
N 0.110 1.386 -1.073
N 0.487 2.644 0.941
N 0.400 2.461 -1.791
S -1.086 0.518 1.146
H -0.282 -0.580 -0.492
H 0.517 -4.096 0.953
H -1.172 -4.434 0.615
H -0.011 -3.970 -0.517
H 1.424 2.952 0.816
H 0.118 2.815 1.884
H 1.034 2.477 -2.561
H 0.197 3.316 -1.458
*
```

Mulliken population analysis, charges in e, atoms 1 to 2: number 1, C, carries -0.5109; number 2, C, carries 0.9469



The following is a quantum chemistry calculation of 2 unconnected molecules or ions with the total composition C2H11N3 at a distorted geometry, from OMol25.

Properties
- relative energy (zero: lowest compared OMol25 entry of this formula, charge and spin) (kcal/mol) = 47.9
- structure (SMILES) = NCN.CN

Geometry as ORCA input:
```
! wB97M-V def2-TZVPD RIJCOSX def2/J DEFGRID3
* xyz 0 1
N 2.301 -0.450 0.781
C 1.740 0.836 0.997
N 0.333 0.806 0.689
H 2.055 -1.104 0.020
H 3.268 -0.584 0.863
H 2.194 1.441 0.207
H 1.933 1.225 1.997
H -0.220 1.465 1.348
H -0.022 -0.121 0.541
C -2.608 -0.628 -0.897
N -1.204 -0.216 -1.302
H -2.580 -0.935 0.133
H -3.193 0.306 -1.070
H -2.889 -1.553 -1.515
H -0.668 -0.759 -1.947
H -0.440 0.271 -0.845
*
```

Mulliken population analysis, charges in e, atoms 1 to 2: number 1, N, carries -0.5655; number 2, C, carries -0.1557



The following is a quantum chemistry calculation of a molecular structure, C23H26N5O5PRuSTe at a distorted geometry, from OMol25.

Properties
- relative energy (zero: lowest compared OMol25 entry of this formula, charge and spin) (kcal/mol) = 0.0
- <S²> = 0.757

Geometry as ORCA input:
```
! wB97M-V def2-TZVPD RIJCOSX def2/J DEFGRID3
* xyz 1 2
Ru -0.146 -0.466 0.079
O 0.502 3.903 3.311
C -0.821 3.856 3.098
C -1.588 4.855 3.701
C -2.954 4.882 3.535
C -3.604 3.917 2.762
C -2.857 2.932 2.163
C -1.462 2.877 2.315
C -0.739 1.795 1.644
O -1.396 0.966 0.920
N 0.586 1.714 1.836
N 1.090 0.681 1.126
C 2.343 0.403 1.076
C 2.696 -0.717 0.189
C 3.997 -1.145 -0.007
C 4.236 -2.188 -0.889
C 3.171 -2.763 -1.562
C 1.892 -2.288 -1.325
N 1.654 -1.300 -0.459
H 0.917 3.139 2.861
H -1.075 5.599 4.295
H -3.529 5.666 4.013
H -4.677 3.946 2.635
H -3.332 2.178 1.549
H 3.077 0.989 1.615
H 4.802 -0.660 0.527
H 5.245 -2.543 -1.052
H 3.318 -3.571 -2.264
H 1.024 -2.689 -1.831
N -1.719 -3.835 6.088
C -0.622 -3.982 5.333
S 0.638 -4.937 5.811
C -0.570 -3.211 4.063
C 0.354 -3.539 3.077
C 0.420 -2.792 1.923
N -0.370 -1.729 1.688
C -1.289 -1.427 2.625
C -1.411 -2.129 3.804
H -1.780 -4.360 6.945
H -2.566 -3.425 5.732
H 1.020 -4.379 3.214
H 1.124 -3.054 1.148
H -1.933 -0.589 2.403
H -2.147 -1.784 4.517
C 0.739 -0.161 -5.863
C 1.161 -0.015 -4.424
O 0.185 -0.682 -3.562
P -0.734 0.172 -2.607
O 0.040 0.920 -1.535
Te -2.117 -1.401 -1.445
O -1.440 1.168 -3.598
C -2.328 2.198 -3.061
C -3.618 2.173 -3.837
H 1.506 0.260 -6.514
H -0.198 0.364 -6.045
H 0.608 -1.212 -6.119
H 1.248 1.032 -4.130
H 2.112 -0.506 -4.222
H -1.799 3.143 -3.163
H -2.490 2.010 -1.997
H -3.425 2.286 -4.903
H -4.254 2.997 -3.513
H -4.153 1.237 -3.675
*
```

Mulliken population analysis, charges in e, atoms 1 to 2: number 1, Ru, carries -0.0428; number 2, O, carries -0.6371



The following is a quantum chemistry calculation of 3 unconnected molecules or ions with the total composition C4H13NO3S2 at a distorted geometry, from OMol25.

Properties
- relative energy (zero: lowest compared OMol25 entry of this formula, charge and spin) (kcal/mol) = 27.2
- structure (SMILES) = CSSC[C@@H](N)C=O.O.O

Geometry as ORCA input:
```
! wB97M-V def2-TZVPD RIJCOSX def2/J DEFGRID3
* xyz 0 1
C 1.724 -0.610 -1.797
S 2.647 0.407 -0.594
S 1.603 0.029 1.168
C 0.026 0.928 1.174
C -1.193 -0.075 1.277
N -1.515 -0.859 0.078
C -1.051 -1.058 2.416
O -0.037 -1.335 2.996
H 0.645 -0.403 -1.768
H 2.022 -0.350 -2.829
H 1.945 -1.665 -1.756
H -0.156 1.565 0.341
H 0.052 1.549 2.064
H -1.988 0.716 1.286
H -0.820 -1.606 -0.089
H -1.461 -0.200 -0.683
H -1.996 -1.495 2.693
O -1.827 -0.221 -2.875
H -1.258 -0.986 -3.134
H -2.632 -0.768 -2.744
O -3.484 1.909 -2.334
H -2.730 1.984 -2.928
H -3.401 2.640 -1.708
*
```

Mulliken population analysis, charges in e, atoms 1 to 2: number 1, C, carries -0.4629; number 2, S, carries -0.1360



The following is a quantum chemistry calculation of a single CH2N4O molecule at a distorted geometry, from OMol25.

Properties
- relative energy (zero: lowest compared OMol25 entry of this formula, charge and spin) (kcal/mol) = 59.1
- structure (SMILES) = O=c1nn[nH][nH]1

Geometry as ORCA input:
```
! wB97M-V def2-TZVPD RIJCOSX def2/J DEFGRID3
* xyz 0 1
O 1.971 -0.533 -0.173
C 0.788 -0.310 0.012
N 0.120 0.710 -0.932
N -1.156 0.786 -0.680
N -1.447 -0.122 0.356
N -0.155 -0.353 1.082
H -2.179 0.159 1.093
H 0.147 -1.174 1.434
*
```

Mulliken population analysis, charges in e, atoms 1 to 2: number 1, O, carries -0.4834; number 2, C, carries 0.4475



The following is a quantum chemistry calculation of 6 unconnected molecules or ions with the total composition C24H32F3N2O3 at a distorted geometry, from OMol25.

Properties
- relative energy (zero: lowest compared OMol25 entry of this formula, charge and spin) (kcal/mol) = 0.0

Geometry as ORCA input:
```
! wB97M-V def2-TZVPD RIJCOSX def2/J DEFGRID3
* xyz 1 1
C -28.027 -12.730 -18.627
C -28.821 -14.039 -18.567
O -29.402 -14.389 -19.610
N -28.708 -14.741 -17.290
H -27.741 -15.123 -17.379
H -28.598 -14.212 -16.263
C -29.420 -16.025 -17.126
H -27.110 -12.817 -19.278
H -27.634 -12.190 -17.586
H -28.683 -12.176 -19.294
H -29.419 -16.228 -16.069
H -29.007 -16.746 -17.900
H -30.432 -16.003 -17.504
C -25.497 -15.939 -14.131
C -25.264 -14.368 -14.302
O -24.830 -13.724 -13.369
N -25.524 -13.710 -15.670
H -25.587 -14.475 -16.541
H -26.537 -13.449 -15.421
C -24.861 -12.452 -15.901
H -26.379 -15.963 -13.420
H -24.660 -16.361 -13.869
H -25.653 -16.249 -15.071
H -23.725 -12.549 -15.644
H -25.133 -11.544 -15.270
H -24.736 -12.241 -16.968
O -26.257 -15.522 -17.376
H -26.059 -16.349 -17.790
F -22.704 -14.554 -19.952
C -23.784 -14.825 -20.794
C -24.904 -15.516 -20.365
C -25.986 -15.720 -21.204
C -26.036 -15.071 -22.486
C -24.825 -14.483 -22.935
C -23.713 -14.203 -22.117
H -24.852 -15.788 -19.213
H -26.730 -16.297 -20.905
H -26.720 -15.171 -23.313
H -25.031 -13.987 -23.823
H -22.935 -13.790 -22.591
F -21.497 -13.942 -16.100
C -21.627 -15.310 -15.733
C -22.580 -16.074 -16.292
C -22.656 -17.496 -15.917
C -21.724 -18.011 -15.071
C -20.765 -17.205 -14.531
C -20.599 -15.914 -14.891
H -23.339 -15.595 -16.879
H -23.541 -17.951 -16.156
H -21.677 -19.023 -14.945
H -19.934 -17.750 -13.736
H -19.812 -15.302 -14.629
F -26.441 -22.409 -15.700
C -26.102 -21.381 -16.518
C -24.965 -21.371 -17.346
C -24.662 -20.224 -18.139
C -25.485 -19.109 -18.070
C -26.565 -19.117 -17.120
C -26.826 -20.197 -16.364
H -24.383 -22.290 -17.362
H -23.702 -20.240 -18.740
H -25.206 -18.093 -18.841
H -27.149 -18.232 -16.901
H -27.556 -19.991 -15.761
*
```

Mulliken population analysis, charges in e, atoms 1 to 2: number 1, C, carries -0.6421; number 2, C, carries 0.7051



The following is a quantum chemistry calculation of a molecular structure, CI2NO2 at a distorted geometry, from OMol25.

Properties
- relative energy (zero: lowest compared OMol25 entry of this formula, charge and spin) (kcal/mol) = 16.8

Geometry as ORCA input:
```
! wB97M-V def2-TZVPD RIJCOSX def2/J DEFGRID3
* xyz -1 1
C -0.035 0.075 0.408
N -2.820 -0.086 -1.895
O 0.268 1.179 0.125
O -0.178 -0.782 1.188
I -2.978 1.990 -2.275
I -0.875 -0.763 -2.043
*
```

Mulliken population analysis, charges in e, atoms 1 to 2: number 1, C, carries 0.6362; number 2, N, carries -0.5533



The calculation returns the following E_tot values, one per record and in order: -5298.0784 -719.2157 -246.9740 -2644.4365 -1237.0174 -333.4536 -1568.0212 -838.7374 Eh.